Entry 1:
79
Properties=species:S:1:pos:R:3:forces:R:3:lowdin_charge:R:1 method="wB97M-V/def2-TZVPD" total_charge=+1 orbital_gap_ev=6.06 energy_ev=-179888.5768
Pb -0.02364 -0.08103 0.35595 0.0959 -0.3720 -0.4950 1.506
Cl 0.32552 2.44569 -6.21056 -0.0006 0.0066 -0.0445 0.757
C 0.77550 2.15439 -4.58901 -0.3696 0.0289 0.2523 -0.653
C -0.16260 2.13075 -3.62394 0.0287 0.0850 -0.5235 -0.011
C 0.19803 1.90072 -2.25073 -0.6586 0.0967 0.2922 -0.184
N -0.63674 1.92300 -1.27814 0.8696 0.1644 0.2014 0.126
C -1.93499 2.37071 -1.22898 -0.6041 0.0049 -0.2651 -0.416
O -2.24462 3.51824 -1.45242 0.1468 -0.1702 -0.0920 0.135
C -2.97726 1.36817 -0.77318 -0.2072 0.1015 -0.0140 -0.190
C -4.27527 1.57271 -1.22390 0.0359 0.0449 0.0117 0.020
C -5.27003 0.70438 -0.80480 0.0846 -0.0206 0.0453 -0.029
C -4.93194 -0.32090 0.06373 -0.0382 0.0103 -0.0487 -0.031
C -3.60990 -0.44695 0.46082 -0.0635 -0.0049 -0.0127 -0.115
N -2.64830 0.37260 0.04942 -0.0964 0.2010 -0.1085 0.031
C 1.62441 1.60967 -1.93425 0.3841 -0.1830 0.6198 -0.176
C 2.57480 1.63266 -3.01059 0.2433 0.0295 -0.4711 -0.029
C 2.18660 1.91992 -4.26856 0.1415 -0.0898 0.3462 -0.655
Cl 3.34023 1.99734 -5.52502 0.0394 -0.0340 -0.0232 0.763
N 1.90751 1.35628 -0.70010 -0.5589 0.4291 -0.3254 0.107
C 3.17919 1.25617 -0.15560 0.4557 -0.0630 -0.0002 -0.395
O 4.09079 1.99420 -0.45140 -0.1162 -0.1388 -0.0625 0.136
C 3.33061 0.24853 0.95640 0.1531 -0.0218 0.1201 -0.199
C 4.60335 -0.23818 1.21380 -0.0045 0.0323 -0.0841 0.024
C 4.77707 -1.11683 2.26925 -0.0661 -0.0061 0.0726 -0.024
C 3.68116 -1.43888 3.05244 0.0324 -0.0076 -0.0499 -0.024
C 2.44952 -0.89461 2.72619 0.0625 0.0222 -0.0018 -0.120
N 2.26571 -0.08364 1.68991 0.2149 0.2362 0.0456 0.029
H -1.20214 2.30324 -3.86553 0.0190 0.0128 -0.0027 0.130
H -4.48337 2.40593 -1.87967 -0.0011 0.0067 0.0110 0.126
H -6.28915 0.83002 -1.14437 -0.0018 0.0053 0.0035 0.118
H -5.67576 -1.01682 0.42593 0.0160 -0.0142 -0.0060 0.113
H -3.31262 -1.24522 1.13132 0.0305 0.0058 0.0021 0.106
H 3.61319 1.43526 -2.79048 -0.0100 0.0344 -0.0125 0.126
H 5.42809 0.07646 0.59075 -0.0047 0.0102 0.0062 0.128
H 5.75132 -1.53112 2.49025 0.0085 0.0100 -0.0258 0.119
H 3.77187 -2.10681 3.89751 -0.0090 0.0101 0.0054 0.114
H 1.57525 -1.12109 3.32292 -0.0402 -0.0365 -0.0057 0.103
Br -1.04845 7.35117 2.04933 0.0003 -0.0162 -0.0121 0.781
C -1.00077 5.47161 2.17629 -0.0096 -0.0306 0.0136 -0.684
C -1.99981 4.80879 2.87516 0.0284 0.1142 -0.0152 -0.109
C -1.96442 3.43090 2.97416 0.0041 -0.2209 -0.0793 -0.013
C -0.93397 2.70626 2.37121 -0.0478 0.5825 0.0939 -0.271
C 0.04823 3.38955 1.65285 -0.1047 -0.2857 0.1440 -0.021
C 0.02400 4.76708 1.56257 0.0180 0.1090 -0.0355 -0.102
N -0.85517 1.30538 2.41642 -0.0895 -0.4381 0.3296 0.025
C -1.30825 0.62591 3.38953 0.0751 0.3750 -0.0777 -0.069
C -1.27096 -0.84290 3.38928 -0.0524 -0.5710 0.1281 -0.271
C -1.64652 -1.54599 4.52773 0.0193 0.1988 -0.0646 0.002
C -1.56475 -2.93150 4.52333 0.0183 -0.0464 -0.0672 -0.028
C -1.12348 -3.57561 3.38032 -0.0533 0.0073 0.1062 -0.015
C -0.78650 -2.80797 2.27199 0.0120 -0.0541 -0.0108 -0.097
N -0.85838 -1.48216 2.28110 -0.1105 0.0985 0.3341 -0.003
H -2.80354 5.37187 3.32841 -0.0054 -0.0179 0.0036 0.108
H -2.76702 2.91572 3.48752 0.0017 0.0058 -0.0002 0.113
H 0.84168 2.82156 1.18528 0.0409 0.0141 -0.0616 0.090
H 0.79191 5.29219 1.01145 -0.0072 0.0054 0.0172 0.111
H -1.72317 1.09209 4.28593 -0.0113 0.0371 -0.0111 0.136
H -1.98888 -1.00866 5.40252 0.0139 -0.0157 0.0105 0.122
H -1.84163 -3.49491 5.40424 0.0042 -0.0117 -0.0067 0.120
H -1.03767 -4.65220 3.34092 -0.0089 0.0046 -0.0370 0.119
H -0.43613 -3.26568 1.35238 0.0557 0.0120 0.0193 0.107
C 1.57046 -3.63873 -3.78129 0.0324 -0.0326 -0.0039 -0.056
C 1.21733 -2.58758 -2.74339 -0.4314 -0.0661 0.5086 -0.581
O 1.83936 -1.33548 -2.99821 -0.0121 0.1586 -0.0238 -0.052
P -0.60923 -2.31889 -2.61639 -0.1309 0.4363 -0.2989 0.472
O -1.27658 -3.62454 -2.04937 0.7110 -0.5397 0.4364 -0.130
O -1.10337 -2.25489 -4.13891 -0.0558 -0.1360 0.1390 -0.104
O -0.96153 -1.06578 -1.89737 0.0952 -0.2142 -0.1235 -0.369
P 1.66951 -3.14287 -1.02475 -0.0516 -0.2957 0.1994 0.321
O 3.26323 -3.30785 -1.02858 -0.0099 -0.1269 -0.1193 -0.107
O 0.99302 -4.46592 -0.82355 -0.2738 0.0873 -0.3082 -0.304
O 1.31574 -2.04035 -0.07110 0.2582 -0.0619 -0.0842 -0.437
H 1.26275 -3.31115 -4.77548 -0.0034 -0.0150 -0.0098 0.086
H 1.07492 -4.58264 -3.55604 0.0166 -0.0077 -0.0349 0.091
H 2.64937 -3.79808 -3.78282 -0.0040 0.0053 -0.0032 0.091
H 1.62008 -1.07183 -3.90104 0.0867 -0.0199 -0.0456 0.099
H -0.58821 -4.17007 -1.52672 -0.3457 0.3395 -0.2665 0.072
H -1.96336 -2.68016 -4.26786 0.1323 0.0404 -0.0909 0.099
H 3.50880 -4.23070 -1.19245 -0.0168 0.1657 0.0480 0.091

***

Entry 2:
74
Properties=species:S:1:pos:R:3:forces:R:3:mulliken_spin:R:1 method="wB97M-V/def2-TZVPD" total_charge=0 orbital_gap_ev="6.40 / 6.17" energy_ev=-176922.0953 spin_multiplicity=4
Cr 0.25091 0.19189 -1.23353 -0.4468 -0.1806 -1.4492 3.489
C -4.12257 -3.15499 -0.27753 0.0205 0.0039 -0.0128 -0.002
C -3.95900 -2.01888 0.50411 -0.0214 -0.0152 0.0195 0.002
C -2.70757 -1.44117 0.64486 0.1013 0.0665 -0.0074 -0.001
C -1.61394 -2.01593 0.01209 -0.1878 -0.0577 0.0106 -0.006
C -1.76338 -3.16854 -0.74512 0.0821 0.0070 -0.0303 -0.011
C -3.02135 -3.73136 -0.89342 -0.0357 -0.0052 0.0012 0.001
N -0.32287 -1.37892 0.02651 -0.1347 -0.3398 0.7920 -0.050
N 0.56830 -2.04105 0.59512 -0.1730 -0.1345 -0.1506 0.031
C 1.85959 -1.52368 0.39184 0.2811 0.2130 -0.0961 -0.035
C 2.89097 -2.06007 1.16152 -0.1516 -0.0525 0.0078 -0.010
C 4.17531 -1.59060 0.96613 0.0566 0.0278 -0.0284 0.023
C 4.40524 -0.62716 -0.01444 -0.0240 -0.0448 0.0287 -0.012
C 3.36282 -0.11509 -0.78068 0.0410 0.0221 -0.0337 0.004
C 2.04812 -0.53558 -0.59294 -0.0062 -0.2915 0.1177 -0.140
H -5.10676 -3.58358 -0.41115 0.0003 -0.0065 0.0053 0.000
H -4.81241 -1.57712 1.00294 0.0026 0.0052 -0.0017 0.000
H -2.57830 -0.55442 1.25072 -0.0001 0.0363 -0.0387 -0.004
H -0.90503 -3.58227 -1.25784 0.0080 0.0093 0.0064 -0.001
H -3.13992 -4.61150 -1.51076 -0.0057 -0.0010 -0.0013 0.000
H 2.66311 -2.82902 1.88935 0.0277 -0.0017 0.0005 -0.001
H 4.99654 -1.98502 1.54981 0.0003 0.0042 0.0015 0.002
H 5.41570 -0.27769 -0.19039 0.0032 -0.0004 -0.0010 -0.001
H 3.58224 0.62847 -1.53804 -0.0221 0.0121 0.0078 0.000
C -2.92667 2.28376 0.25307 -0.0150 -0.0260 0.0042 0.001
C -2.93396 1.34074 -0.89853 -0.0313 0.0324 -0.0270 -0.010
N -1.90297 0.72586 -1.44971 0.2154 -0.1257 0.0221 0.009
C -2.41587 -0.11744 -2.41239 -0.0489 -0.0278 0.0343 0.058
C -3.77239 0.00541 -2.44983 0.0655 -0.0236 -0.0096 -0.003
N -4.07299 0.94034 -1.49664 -0.0068 0.0107 0.0222 0.003
C -4.88073 -0.67562 -3.16966 -0.0209 -0.0099 0.1206 0.000
O -4.54679 -1.60281 -4.02979 0.0756 -0.0709 -0.0271 0.000
O -6.02062 -0.36032 -2.90868 0.0182 0.0227 -0.0510 0.000
C -1.51955 -1.10341 -3.07500 -0.0445 0.0896 -0.0938 -0.037
O -1.97127 -1.84697 -3.95097 -0.0396 -0.0266 0.0672 0.011
O -0.33033 -1.11555 -2.62418 0.2611 -0.1364 0.1949 -0.053
H -1.94223 2.31601 0.71013 -0.0122 -0.0259 0.0126 -0.002
H -3.64069 1.94857 1.00747 -0.0047 0.0232 0.0000 0.001
H -3.20638 3.29305 -0.05273 0.0261 0.0044 -0.0123 0.001
H -5.02095 1.21330 -1.28251 -0.0034 -0.0113 -0.0109 0.000
H -3.53983 -1.74700 -4.05600 -0.0476 0.0875 -0.0518 0.000
Br -2.65172 -0.48372 6.29288 0.0216 0.0500 -0.0064 0.000
C -1.71038 1.14287 6.08156 -0.0098 -0.0440 -0.0175 0.000
C -1.85078 2.10307 7.07467 -0.0016 -0.0001 -0.0016 0.000
C -1.18470 3.31254 6.97007 -0.0130 -0.0098 0.0090 0.000
C -0.37561 3.56459 5.87297 0.0096 0.0042 -0.0122 0.000
C -0.23454 2.60822 4.88044 0.0193 0.0209 0.0016 0.001
C -0.90042 1.39333 4.97912 -0.0818 -0.1259 -0.0462 0.000
I -0.66708 -0.00204 3.43594 0.0804 0.1102 0.1498 0.002
H -2.48531 1.89215 7.92397 0.0057 0.0095 0.0064 0.000
H -1.30066 4.05494 7.74815 0.0013 -0.0006 0.0011 0.000
H 0.15045 4.50580 5.78403 -0.0029 0.0013 -0.0015 0.000
H 0.40688 2.80242 4.03253 0.0026 -0.0039 0.0009 -0.001
Te 1.24693 1.57221 -3.34499 0.0230 0.2287 0.0643 -0.148
C 1.54679 -0.02484 -4.65872 0.0179 -0.0288 0.0681 0.010
C 0.77876 -0.38472 -5.72644 -0.0120 0.0161 -0.0132 -0.006
C 1.24922 -1.55651 -6.38097 -0.0084 -0.0054 -0.0026 0.005
C 2.36625 -2.06702 -5.79620 0.0404 0.0040 0.0397 -0.011
S 2.84921 -1.12454 -4.45015 -0.0526 0.0224 -0.0258 0.000
H -0.10430 0.16273 -6.02392 -0.0015 -0.0090 -0.0001 -0.002
H 0.76875 -2.00202 -7.24010 0.0011 0.0029 -0.0022 0.000
H 2.92573 -2.94307 -6.08248 -0.0102 -0.0031 -0.0105 0.000
N 2.58730 3.05780 2.70801 -0.0445 -0.0002 0.0096 -0.002
C 1.77750 3.07164 1.60340 -0.0332 0.1364 0.0325 -0.002
C 1.39984 1.86680 0.99094 -0.0346 -0.2094 -0.1387 0.027
N 0.62733 1.84618 -0.08611 0.2469 0.9304 0.6816 -0.137
C 0.18023 3.03902 -0.53266 -0.0514 -0.0092 -0.1028 0.025
C 0.53261 4.20747 0.10269 0.0182 0.0084 0.0256 -0.009
N 1.33442 4.24286 1.16676 0.0124 -0.1039 -0.0090 0.016
H 3.16519 2.24809 2.85862 0.0133 0.0056 -0.0002 0.000
H 2.99496 3.94563 2.95185 0.0266 -0.0066 0.0012 0.000
H 1.76207 0.92443 1.37496 0.0121 -0.0219 -0.0368 -0.027
H -0.44329 3.03821 -1.41569 0.0025 -0.0310 0.0005 0.001
H 0.16771 5.15699 -0.26761 0.0000 -0.0004 -0.0069 -0.001

***

Entry 3:
70
Properties=species:S:1:pos:R:3:forces:R:3:mulliken_spin:R:1 method="wB97M-V/def2-TZVPD" total_charge=+2 orbital_gap_ev="5.60 / 5.36" energy_ev=-131831.6829 spin_multiplicity=2
Ir 0.42309 -0.42352 -0.27914 2.2855 1.3431 -0.7193 0.425
C -3.06578 4.63787 -0.24906 0.0783 -0.0090 0.1230 -0.010
C -2.27610 4.23564 0.99442 -0.2653 0.0441 -0.2296 0.021
N -0.87162 3.95261 0.72072 -0.0178 0.0066 -0.0739 0.007
C -0.40216 2.78842 0.29210 -0.2135 -0.4402 -0.1071 -0.041
S -1.48076 1.44912 0.09728 0.3137 -0.5663 -0.1546 0.453
N 0.87345 2.70717 0.01080 0.1102 1.1148 0.5194 -0.017
N 1.39952 1.57193 -0.36302 -0.3122 -2.1971 -0.4377 -0.026
C 2.64141 1.59288 -0.78487 -0.9094 0.6206 0.5340 -0.007
C 3.43040 2.85674 -0.79290 0.1585 0.0349 -0.0645 0.000
C 3.16760 0.35859 -1.26953 0.7650 -0.7808 -0.4410 0.001
C 4.46312 0.24216 -1.78104 -0.3178 0.3413 0.1884 -0.001
C 4.90182 -0.96367 -2.28708 -0.0894 -0.2891 -0.0657 0.003
C 4.03182 -2.04620 -2.27922 0.1826 0.2884 0.0205 -0.007
C 2.77228 -1.87372 -1.74060 -0.0102 -0.5282 -0.1189 -0.001
N 2.35336 -0.71529 -1.23595 -1.2961 -0.0224 0.6041 0.026
H -4.12221 4.71018 0.00746 -0.0027 0.0398 -0.0298 0.000
H -2.95751 3.89582 -1.04041 -0.0035 -0.0003 -0.0071 0.006
H -2.73877 5.60714 -0.62357 0.0066 -0.0179 -0.0429 0.000
H -2.71735 3.34145 1.43893 0.0666 0.0429 0.1035 -0.003
H -2.30689 5.03508 1.73210 0.0182 -0.0737 0.0817 0.001
H -0.21642 4.72090 0.70796 0.0397 -0.0126 0.0324 -0.001
H 2.86551 3.65212 -0.32405 0.0571 -0.0046 -0.0142 0.000
H 3.66926 3.15402 -1.81671 -0.0028 -0.0274 -0.0109 0.000
H 4.37295 2.72604 -0.25798 0.0143 -0.0462 -0.0228 0.000
H 5.10670 1.10968 -1.77844 0.0014 -0.0050 -0.0340 0.000
H 5.90140 -1.06105 -2.68829 0.0032 0.0202 0.0010 0.000
H 4.32239 -3.00753 -2.67630 -0.0484 -0.0193 0.0107 0.000
H 2.08421 -2.70565 -1.70531 0.0411 0.1532 -0.0305 0.001
O -3.28408 -2.08685 5.78601 0.0989 0.0439 -0.1451 0.000
N -2.11582 -1.81837 5.97048 -0.0929 -0.0742 0.3603 0.001
O -1.56819 -1.81741 7.04877 -0.0622 0.0194 -0.1805 0.000
C -1.27339 -1.46744 4.79758 0.5525 0.1631 -0.0506 -0.007
C 0.02215 -1.19235 5.07798 -0.4333 -0.1215 0.2011 -0.003
C 0.94767 -0.86019 4.05468 0.0872 0.0224 -0.4453 -0.008
C 2.29309 -0.55696 4.32504 -0.0128 0.0069 -0.0477 0.005
C 3.13500 -0.29247 3.27605 -0.0020 -0.0240 0.0461 -0.001
C 2.62626 -0.31750 1.97727 -0.0222 -0.0001 0.0334 0.001
N 1.35561 -0.56093 1.69626 -0.0721 0.1271 0.2180 0.021
C 0.51641 -0.84289 2.72032 0.1908 0.0243 0.3595 0.046
C -0.85087 -1.12976 2.41676 -0.3451 -0.0923 0.3218 -0.022
N -1.21369 -1.09372 1.11601 0.1086 -0.0027 -0.1189 0.090
C -2.46225 -1.34382 0.76907 -0.0649 -0.0662 -0.1472 -0.008
C -3.44315 -1.62108 1.71288 0.0449 -0.0448 0.1019 0.010
C -3.11180 -1.65334 3.04544 0.0049 0.0147 -0.0877 -0.009
C -1.77611 -1.42826 3.44515 -0.0912 -0.0006 -0.2632 0.019
H 0.36108 -1.23959 6.10307 -0.0406 0.0119 0.0315 0.000
H 2.64770 -0.53662 5.34769 -0.0030 -0.0300 0.0009 0.000
H 4.17907 -0.06250 3.43153 0.0034 -0.0233 0.0051 0.000
H 3.28625 -0.13179 1.14396 0.0055 0.0420 -0.0529 -0.003
H -2.69478 -1.31251 -0.28937 0.0356 0.0437 -0.0080 -0.001
H -4.45812 -1.80538 1.39175 0.0015 0.0075 -0.0100 0.001
H -3.86952 -1.84645 3.78292 -0.0116 -0.0484 0.0672 0.000
Br -0.14074 -3.27831 -0.73214 0.0329 0.6474 0.2512 0.051
C -1.22058 -2.76162 -2.22619 -0.4189 -0.2738 -0.2507 0.000
C -2.03266 -3.72513 -2.75699 0.2770 -0.0767 0.4039 -0.002
C -2.77251 -3.44453 -3.91467 -0.0998 0.2648 -0.2765 0.000
C -2.62601 -2.23244 -4.53047 -0.0445 -0.2416 0.1187 0.000
C -1.76505 -1.24201 -4.00344 0.1026 -0.0567 0.1158 0.003
C -1.56402 -0.03347 -4.70068 0.1288 0.2415 -0.0013 -0.002
C -0.69732 0.90461 -4.21605 -0.0780 -0.2470 -0.3099 0.002
C -0.05351 0.69354 -2.98641 -0.0748 -0.2269 0.2617 -0.030
C -0.28040 -0.42603 -2.21002 -0.1783 0.7118 -0.2208 0.021
C -1.07222 -1.46936 -2.77298 -0.0194 0.1584 -0.0155 -0.003
H -2.09083 -4.70303 -2.29720 -0.0075 -0.0013 -0.0193 -0.001
H -3.42977 -4.19811 -4.32498 0.0065 -0.0102 0.0132 0.000
H -3.16958 -2.00884 -5.43927 0.0305 -0.0259 -0.0269 0.000
H -2.07234 0.11600 -5.64446 -0.0669 0.0241 0.0424 0.000
H -0.51304 1.81494 -4.77074 0.0329 -0.0048 0.0028 0.000
H 0.62734 1.46302 -2.64892 -0.1563 0.1084 0.1068 -0.001